[1]
{
  "formula": "C13H8N3O9Ru",
  "method": "wB97M-V/def2-TZVPD",
  "elements": ["Ru", "N", "C", "C", "O", "C", "O", "O", "C", "C", "O", "H", "C", "O", "O", "H", "C", "O", "C", "H", "N", "H", "C", "O", "H", "H", "C", "H", "C", "N", "H", "C", "C", "O"],
  "positions_angstrom": [[-0.552, -0.033, 0.170], [-0.120, -0.014, -4.030], [0.994, -0.043, -2.177], [-0.450, 1.146, 2.772], [1.339, -0.045, 0.157], [-0.454, -1.187, 2.787], [-0.953, -1.832, 0.552], [-0.935, 1.778, 0.532], [1.943, -0.053, -1.059], [-0.687, 2.269, 1.794], [-0.706, 3.425, 2.048], [-2.980, -0.020, -2.238], [-2.486, 0.000, -3.207], [0.153, -0.078, 6.120], [3.521, -0.046, -3.949], [-0.154, 2.166, 4.627], [-1.016, -0.016, -3.028], [2.081, -0.010, -5.648], [2.311, -0.028, -4.471], [-0.304, -0.001, -5.027], [-0.354, -0.035, -1.879], [-2.797, 0.900, -3.737], [-0.701, -2.317, 1.820], [-0.725, -3.471, 2.075], [3.527, -0.057, -2.968], [-0.156, -2.174, 4.671], [-0.083, -0.008, 4.813], [-2.811, -0.869, -3.780], [1.152, -0.030, -3.525], [-0.533, -0.022, 2.162], [0.238, 0.796, 6.522], [-0.217, 1.209, 4.125], [-0.221, -1.236, 4.138], [3.136, -0.064, -1.163]],
  "forces_ev_per_a": [[0.827, -0.019, 0.035], [-0.032, 0.001, 0.004], [-0.024, 0.004, -0.082], [0.041, 0.050, 0.101], [-0.138, 0.005, -0.049], [0.036, -0.057, 0.100], [-0.547, 0.254, -0.011], [-0.549, -0.243, -0.007], [-0.076, -0.004, 0.105], [0.058, 0.036, 0.010], [0.049, -0.021, 0.007], [0.008, 0.000, -0.002], [-0.030, 0.000, 0.025], [0.007, 0.015, -0.063], [-0.025, 0.003, 0.005], [-0.003, 0.004, -0.003], [-0.047, -0.013, -0.050], [-0.033, 0.002, -0.021], [0.057, -0.008, 0.024], [-0.001, -0.001, 0.001], [0.166, 0.016, -0.065], [0.000, -0.003, -0.006], [0.053, -0.039, -0.002], [0.049, 0.021, 0.011], [-0.019, 0.001, -0.018], [-0.001, 0.000, 0.005], [-0.006, -0.018, 0.074], [0.000, 0.003, -0.006], [0.086, -0.001, 0.085], [0.250, 0.009, -0.071], [0.001, -0.003, 0.019], [-0.081, -0.012, -0.050], [-0.086, 0.016, -0.054], [0.012, 0.002, -0.049]],
  "e_tot_ha": -1436.37046,
  "gap_ev": [7.45, 7.40],
  "total_charge": 1,
  "spin_multiplicity": 1,
  "fmax_ha_per_bohr": 0.0161,
  "e_above_lowest_kcal_mol": 0.00
}

***

[2]
{
  "formula": "C13H9LaN2O5Se",
  "method": "wB97M-V/def2-TZVPD",
  "elements": ["O", "O", "C", "H", "H", "C", "O", "H", "C", "C", "H", "H", "Se", "C", "C", "H", "C", "C", "C", "O", "C", "O", "C", "N", "La", "N", "H", "H", "C", "C", "H"],
  "positions_angstrom": [[-0.107, 1.977, -1.047], [3.111, 0.433, -1.522], [0.175, 0.430, -5.523], [-2.461, -2.146, 0.724], [-1.877, 0.465, 3.615], [1.088, -0.114, 2.050], [-3.038, 0.495, -2.264], [2.072, 2.108, 4.407], [-0.814, 0.562, 3.409], [-2.240, -1.453, 1.533], [2.199, -1.250, 0.617], [-2.490, -1.931, 2.502], [-0.114, -3.191, -0.386], [2.197, -0.185, -1.880], [0.125, -1.667, 0.710], [0.071, -0.921, -4.595], [-2.084, -0.136, -2.441], [0.054, 1.388, 4.132], [-0.027, 0.947, -1.574], [0.258, 1.482, -4.921], [1.440, 1.453, 3.818], [0.159, 1.300, -8.127], [0.181, 0.626, -7.170], [-0.836, -1.092, 1.494], [0.096, -1.302, -2.557], [1.295, -0.993, 1.009], [3.020, 0.734, 2.471], [-2.855, -0.542, 1.429], [-0.249, -0.162, 2.366], [1.970, 0.711, 2.747], [-0.320, 1.972, 4.973]],
  "forces_ev_per_a": [[0.249, -2.491, -1.363], [-3.432, -2.303, -1.409], [-0.477, 2.771, 6.056], [0.017, 0.051, 0.090], [0.254, 0.190, 0.169], [0.647, 0.798, 0.452], [3.264, -2.264, -0.596], [0.030, -0.147, -0.120], [0.292, 0.446, 0.186], [-0.640, 0.068, 0.500], [-0.398, -0.075, 0.406], [0.204, 0.213, -0.540], [0.246, 0.226, 0.296], [5.251, 3.231, 1.901], [-0.148, 1.387, 1.173], [0.090, 0.294, -2.139], [-4.963, 3.156, 0.673], [0.165, -0.418, -0.281], [-0.339, 3.341, 2.016], [-0.016, -3.461, -2.813], [-0.500, -0.517, -0.853], [-0.179, -3.057, 5.105], [0.529, 3.420, -7.853], [0.910, -0.663, -0.425], [0.045, -2.357, -0.094], [-0.487, -1.380, -0.905], [-0.080, 0.128, 0.207], [0.303, -0.392, -0.003], [-0.703, -0.378, -0.200], [-0.190, 0.368, 0.656], [0.058, -0.185, -0.292]],
  "e_tot_ha": -3418.72821,
  "gap_ev": [4.88, 6.30],
  "total_charge": 2,
  "spin_multiplicity": 1,
  "fmax_ha_per_bohr": 0.1669,
  "e_above_lowest_kcal_mol": 106.62
}

***

[3]
{
  "formula": "C13H9N6O4Ti",
  "method": "wB97M-V/def2-TZVPD",
  "elements": ["Ti", "N", "H", "H", "C", "N", "C", "C", "C", "N", "C", "C", "H", "C", "H", "H", "O", "O", "O", "O", "C", "C", "H", "N", "C", "H", "C", "C", "C", "H", "H", "N", "N"],
  "positions_angstrom": [[-0.424, 0.059, 0.256], [0.118, 0.083, -1.789], [0.933, -4.256, 2.649], [3.000, 2.425, 1.908], [-0.684, 0.882, -2.572], [-1.836, 1.514, -0.612], [2.412, -2.723, 3.056], [-2.616, 2.498, -2.634], [1.968, -0.634, 2.032], [0.880, -1.147, 1.457], [-1.746, 1.668, -1.946], [1.258, -3.238, 2.481], [-2.888, 2.064, 1.093], [0.935, -0.496, -2.664], [-4.449, 3.555, -0.170], [1.052, -0.299, -4.759], [-1.362, -3.740, 0.984], [3.036, 1.481, 2.152], [-1.280, -1.550, 0.404], [1.126, 1.297, 0.997], [-3.666, 3.013, -0.685], [-0.818, -2.693, 0.996], [1.715, -1.210, -2.456], [-0.395, 0.821, -3.839], [-2.799, 2.185, 0.021], [-2.538, 2.617, -3.708], [2.783, -1.390, 2.847], [0.502, -2.394, 1.677], [2.039, 0.810, 1.692], [3.025, -3.350, 3.690], [3.662, -0.968, 3.315], [0.628, -0.054, -3.873], [-3.570, 3.167, -1.997]],
  "forces_ev_per_a": [[-0.043, -0.028, -0.063], [0.025, -0.018, -0.006], [0.009, -0.002, 0.005], [-0.011, 0.003, -0.007], [-0.005, -0.009, -0.006], [-0.017, 0.026, 0.050], [0.021, -0.007, 0.015], [0.009, -0.010, 0.007], [0.006, -0.004, -0.009], [-0.038, -0.019, 0.003], [0.028, -0.002, 0.003], [-0.019, 0.001, -0.013], [0.004, -0.005, -0.001], [-0.004, 0.013, -0.020], [0.002, 0.008, -0.006], [-0.004, 0.004, -0.003], [0.016, -0.005, 0.007], [0.007, -0.003, 0.003], [0.018, 0.015, 0.013], [0.010, 0.016, -0.001], [-0.008, -0.016, 0.006], [-0.018, 0.001, -0.005], [-0.002, 0.000, 0.010], [-0.010, 0.015, 0.004], [0.003, 0.005, -0.006], [-0.004, 0.000, -0.001], [-0.025, -0.013, -0.003], [0.037, 0.017, 0.021], [0.017, 0.010, 0.016], [-0.008, -0.008, -0.003], [-0.003, 0.013, -0.004], [0.011, -0.011, 0.003], [-0.002, 0.013, -0.007]],
  "e_tot_ha": -1979.37329,
  "gap_ev": [8.41, 8.42],
  "total_charge": 2,
  "spin_multiplicity": 2,
  "fmax_ha_per_bohr": 0.0016,
  "e_above_lowest_kcal_mol": 0.00,
  "s2": 0.75
}

***

[4]
{
  "formula": "C14H10Br2N2O4",
  "method": "wB97M-V/def2-TZVPD",
  "elements": ["C", "H", "H", "H", "C", "C", "H", "H", "O", "O", "C", "C", "C", "C", "C", "C", "C", "O", "C", "H", "H", "N", "H", "Br", "C", "C", "N", "H", "O", "H", "C", "Br"],
  "positions_angstrom": [[0.104, 0.902, 0.982], [0.210, 1.522, -0.891], [2.065, -2.309, -1.667], [-1.078, 2.016, 2.889], [0.813, 0.829, -0.311], [3.274, -0.786, -1.120], [4.789, 2.049, -0.340], [-4.508, 0.432, 2.098], [-0.505, -2.378, -1.733], [0.560, 1.507, 1.987], [-1.276, 0.290, 0.909], [-3.813, -0.691, 0.388], [2.248, 1.404, -0.232], [-0.401, -1.182, -0.959], [-2.278, 0.661, 1.814], [0.773, -0.675, -0.834], [2.050, -1.341, -1.326], [-3.034, -2.086, -1.357], [-3.593, 0.211, 1.546], [-3.912, -2.377, -1.413], [-2.853, 2.090, 3.268], [-2.052, 1.601, 2.867], [3.718, -0.024, 0.653], [-5.641, -1.122, -0.080], [-1.491, -0.602, -0.186], [3.536, 0.476, -0.285], [4.701, 1.186, -0.819], [-1.471, -2.576, -1.934], [2.291, 2.644, -0.311], [4.639, 1.393, -1.832], [-2.741, -1.117, -0.402], [4.875, -1.947, -1.370]],
  "forces_ev_per_a": [[-0.258, 1.040, 3.172], [0.139, -0.059, -0.789], [-0.621, -2.044, -0.934], [-1.792, -0.675, 0.086], [2.038, -2.343, 0.207], [-0.962, -0.807, 0.307], [0.190, 0.939, 0.400], [0.619, 0.328, 0.118], [-1.417, 1.285, 0.969], [-1.226, -1.511, -2.396], [1.361, 0.177, -0.391], [0.380, 2.618, 2.889], [-0.754, 2.383, -0.966], [-1.605, -3.007, -1.468], [-1.033, 1.753, 1.052], [4.480, 2.660, -0.754], [0.635, 3.532, 1.673], [3.293, 1.038, -0.226], [-0.525, -2.496, -2.895], [-2.142, -0.182, 0.384], [0.682, -0.357, -0.438], [0.989, -0.936, -1.263], [0.348, 0.653, 0.972], [1.009, 0.032, 0.325], [-0.651, -0.597, 0.298], [-0.387, 0.162, -2.185], [-0.394, -0.799, -0.250], [1.502, 0.464, 0.628], [0.848, -3.143, 0.411], [-0.302, -0.331, 0.996], [-3.152, -0.818, 0.039], [-1.294, 1.039, 0.031]],
  "e_tot_ha": -6097.93233,
  "gap_ev": 7.28,
  "total_charge": 0,
  "spin_multiplicity": 1,
  "fmax_ha_per_bohr": 0.1024,
  "e_above_lowest_kcal_mol": 24.98,
  "smiles": "Nc1cc(Br)c(O)c2c1C(=O)[C@H]1C(=O)[C@H](N)C(Br)=CC1=C2O"
}

***

[5]
{
  "formula": "C14H10BrCl2N2O3Pd",
  "method": "wB97M-V/def2-TZVPD",
  "elements": ["Cl", "C", "Br", "H", "H", "C", "Pd", "O", "O", "H", "N", "Cl", "H", "H", "C", "H", "N", "C", "C", "C", "C", "H", "C", "O", "C", "C", "C", "C", "C", "C", "H", "H", "H"],
  "positions_angstrom": [[-2.819, 0.131, -2.061], [-2.500, -1.463, -2.868], [-3.086, -0.333, 1.665], [1.840, -4.849, -0.146], [-1.934, -2.068, -2.167], [0.143, -2.487, -0.363], [-1.460, 0.480, 0.159], [0.336, 0.332, 1.564], [-0.421, -3.134, -1.200], [-3.477, -1.869, -3.100], [-0.592, 2.224, -0.742], [-1.577, -1.238, -4.328], [4.140, -3.165, 3.072], [3.681, -5.010, 1.529], [1.314, -2.874, 0.506], [0.321, 5.339, -1.363], [-0.194, -1.179, 0.033], [-2.022, 3.661, 0.489], [-1.553, 2.458, 0.051], [2.584, -1.894, 2.321], [1.578, -1.827, 1.382], [-2.838, 3.813, 1.176], [0.584, -0.785, 1.043], [-1.686, 5.953, 0.314], [0.126, 3.221, -1.282], [3.338, -3.066, 2.353], [3.077, -4.114, 1.476], [-0.230, 4.506, -0.947], [-1.302, 4.732, -0.061], [2.051, -4.035, 0.533], [-1.145, 6.640, -0.092], [2.780, -1.077, 3.001], [0.941, 2.978, -1.947]],
  "forces_ev_per_a": [[-0.293, 0.076, -0.047], [0.075, 0.021, 0.073], [-0.116, 0.071, 0.055], [0.002, 0.005, 0.003], [-0.036, -0.023, -0.002], [0.113, 0.138, 0.191], [0.417, -0.085, -0.088], [-0.007, -0.206, -0.005], [0.038, -0.065, -0.012], [-0.024, 0.016, 0.002], [0.196, -0.018, -0.133], [0.046, 0.008, -0.059], [-0.005, 0.001, -0.004], [-0.001, 0.006, 0.001], [-0.061, -0.059, -0.076], [-0.010, 0.010, 0.008], [-0.067, -0.306, -0.335], [-0.018, -0.019, -0.088], [-0.260, 0.115, 0.227], [0.028, 0.000, 0.010], [0.003, 0.151, -0.058], [0.003, -0.013, 0.004], [0.015, 0.151, 0.329], [0.026, -0.084, -0.040], [-0.022, 0.020, 0.033], [-0.019, -0.018, -0.019], [0.010, 0.021, 0.023], [-0.009, -0.051, -0.008], [-0.036, 0.126, 0.045], [-0.008, -0.022, -0.011], [0.023, 0.054, -0.014], [-0.002, -0.006, -0.004], [-0.002, -0.016, -0.002]],
  "e_tot_ha": -4496.70077,
  "gap_ev": [7.72, 4.94],
  "total_charge": 1,
  "spin_multiplicity": 3,
  "fmax_ha_per_bohr": 0.0089,
  "e_above_lowest_kcal_mol": 42.56,
  "s2": 2.02
}

***

[6]
{
  "formula": "C14H10F3N7O4PbS",
  "method": "wB97M-V/def2-TZVPD",
  "elements": ["C", "C", "N", "C", "H", "N", "C", "S", "F", "C", "C", "C", "H", "H", "N", "O", "N", "H", "Pb", "H", "C", "C", "N", "O", "H", "C", "H", "F", "C", "O", "C", "F", "H", "H", "O", "N", "N", "H", "C", "C"],
  "positions_angstrom": [[1.823, 1.050, 2.228], [-0.787, 2.401, -4.074], [-1.686, 3.331, -2.385], [4.158, 0.891, 2.652], [5.012, 1.029, 3.302], [-1.871, 4.013, -3.477], [0.431, 1.444, 2.598], [-1.008, -1.840, -2.110], [-2.435, -4.331, -2.316], [-2.597, -4.551, -1.020], [-1.992, -3.529, -0.094], [3.187, 0.232, 0.573], [-0.484, -1.158, 2.469], [-3.143, 5.276, -2.688], [-1.345, 3.505, -4.561], [0.319, 1.819, 3.881], [-0.788, -1.563, 0.483], [-0.602, 2.077, 4.034], [0.140, 0.349, -0.921], [-2.950, 5.387, -4.369], [-1.613, -2.967, 2.217], [2.884, 1.238, 3.092], [-2.511, 5.233, -3.474], [2.286, -0.270, -1.594], [-0.246, 1.686, -4.670], [4.313, 0.384, 1.380], [-1.715, -3.179, 3.271], [-2.087, -5.776, -0.758], [-0.934, -1.855, 1.770], [-0.504, 1.438, 1.838], [3.345, -0.261, -0.876], [-3.929, -4.653, -0.798], [2.719, 1.648, 4.077], [5.276, 0.107, 0.975], [4.476, -0.572, -1.210], [-0.983, 2.280, -2.754], [1.975, 0.553, 0.996], [-2.691, -4.696, 1.547], [-2.147, -3.806, 1.253], [-1.293, -2.366, -0.489]],
  "forces_ev_per_a": [[0.183, -0.029, -0.021], [-0.031, -0.043, 0.163], [0.017, 0.040, -0.101], [-0.009, -0.004, 0.032], [-0.005, -0.010, -0.009], [-0.110, -0.137, 0.078], [-0.109, 0.026, -0.056], [0.081, 0.019, -0.078], [0.033, 0.046, -0.079], [-0.068, -0.048, 0.048], [0.057, 0.070, -0.016], [-0.103, 0.026, -0.139], [-0.010, -0.001, -0.019], [-0.125, -0.116, -0.044], [0.017, 0.018, -0.036], [0.057, 0.013, 0.068], [0.101, -0.130, -0.040], [-0.005, -0.011, -0.067], [0.134, -0.024, 0.138], [-0.133, -0.146, -0.004], [-0.027, -0.057, 0.047], [0.025, -0.011, 0.063], [0.349, 0.351, 0.064], [-0.259, 0.004, 0.202], [-0.022, 0.053, -0.012], [0.064, -0.003, 0.032], [0.006, 0.027, -0.007], [0.027, -0.039, 0.014], [0.031, 0.068, -0.057], [0.002, -0.057, 0.020], [0.127, -0.034, 0.026], [-0.054, 0.013, 0.014], [-0.004, 0.001, -0.007], [-0.022, -0.010, -0.028], [-0.090, 0.009, -0.060], [-0.063, 0.129, -0.461], [-0.062, 0.006, 0.210], [0.020, -0.004, -0.010], [0.008, -0.010, -0.029], [-0.028, 0.007, 0.160]],
  "e_tot_ha": -2114.44715,
  "gap_ev": 7.48,
  "total_charge": 0,
  "spin_multiplicity": 1,
  "fmax_ha_per_bohr": 0.0097
}